C6H29O12 | wB97M-V/def2-TZVPD

Summary:
Gap between HOMO and LUMO in eV: 9.555
LUMO in eV: 2.84
2S+1: 1
Net charge: -1
DFT total energy in eV: -31265.93757
Relative energy (zero: lowest compared OMol25 entry of this formula, charge and spin) in kcal per mole: 0.0

XYZ file:
```
47
C6H29O12 (wB97M-V/def2-TZVPD)
O 0.802 -0.871 -1.422
C -0.374 -0.740 -1.020
O -0.828 -1.197 0.062
C -1.309 0.063 -1.951
C -2.488 0.732 -1.177
C -1.985 1.792 -0.208
C -1.348 2.869 -0.657
C -0.708 3.828 0.298
H -1.620 -0.769 -2.592
H -0.847 0.836 -2.556
H -3.040 1.229 -1.966
H -2.933 -0.072 -0.597
H -1.990 1.512 0.831
H -1.211 3.073 -1.713
H -1.114 4.841 0.143
H 0.366 3.937 0.122
H -0.912 3.696 1.360
H 1.421 0.477 -3.092
H 2.243 1.729 -3.292
O 1.582 1.183 -3.733
H -3.184 -0.684 1.655
H -1.754 -0.595 1.499
O -2.416 -0.615 2.225
H -2.567 -2.076 -1.080
H -2.266 -3.503 -0.534
O -2.643 -3.013 -1.260
H -0.028 0.329 4.307
H -1.045 1.391 4.764
O -0.485 0.681 5.084
H 2.166 -3.303 -0.752
H 1.860 -3.696 0.663
O 1.923 -4.069 -0.214
H -0.951 -2.485 2.878
H -0.365 -2.159 1.476
O -0.143 -2.529 2.359
H 1.972 2.709 -1.070
H 3.241 1.918 -0.774
O 2.932 2.771 -1.083
H 2.984 -0.492 -0.049
H 1.773 -0.761 0.655
O 2.356 -0.004 0.505
H 1.912 -1.964 -2.036
H 3.318 -2.428 -2.738
O 2.910 -2.024 -1.971
H 1.047 -1.064 2.796
H 2.057 0.034 2.579
O 1.689 -0.519 3.277
```

Atomic partial charges in e from the natural (NBO) method, atoms 1 to 8: O -0.804; C 0.832; O -0.851; C -0.520; C -0.445; C -0.184; C -0.203; C -0.637